This record from the Open Molecules 2025 dataset describes a molecular structure, C27H35AsN3O3ReS2. The level of theory is ωB97M-V with the def2-TZVPD basis set.

Atoms and positions in Å:
Re1 1.548 0.882 0.275
C1 5.035 -0.208 1.376
C2 4.131 0.992 1.413
C3 3.771 1.609 2.603
C4 3.101 2.849 2.634
C5 2.694 3.443 1.469
C6 2.925 2.780 0.239
C7 3.694 1.589 0.199
H1 4.558 -1.062 0.892
H2 5.339 -0.510 2.376
H3 5.937 0.027 0.807
H4 4.098 1.165 3.536
H5 2.936 3.342 3.583
H6 2.198 4.404 1.478
H7 2.734 3.310 -0.688
H8 4.180 1.309 -0.724
N1 -4.074 -0.805 0.951
C8 -3.528 -0.329 -0.142
S1 -1.945 0.483 -0.114
N2 -4.072 -0.402 -1.332
C9 -5.328 -1.047 -1.670
C10 -5.637 -2.306 -1.179
C11 -6.851 -2.876 -1.537
C12 -7.723 -2.197 -2.377
C13 -7.375 -0.954 -2.889
C14 -6.169 -0.369 -2.537
H9 -3.646 -0.630 1.847
H10 -5.017 -1.176 0.918
H11 -3.643 0.128 -2.079
H12 -4.934 -2.873 -0.580
H13 -7.104 -3.863 -1.174
H14 -8.672 -2.643 -2.642
H15 -8.041 -0.436 -3.565
H16 -5.898 0.605 -2.927
O1 0.443 -0.740 1.302
C15 -0.478 -0.372 2.021
N3 -1.610 0.362 1.547
S2 -1.243 1.901 2.345
O2 0.049 2.203 1.729
O3 -2.315 2.811 2.257
C16 -0.953 1.043 3.838
C17 -1.126 1.451 5.136
C18 -0.772 0.527 6.127
C19 -0.259 -0.720 5.802
C20 -0.095 -1.121 4.473
C21 -0.463 -0.232 3.487
H17 -1.506 2.434 5.384
H18 -0.895 0.800 7.167
H19 0.009 -1.405 6.595
H20 0.274 -2.108 4.228
C22 4.026 1.831 -3.265
C23 2.603 1.297 -3.408
As1 2.004 0.061 -2.031
C24 0.434 -0.785 -2.806
C25 0.652 -1.342 -4.212
C26 3.335 -1.351 -1.967
C27 2.942 -2.486 -1.024
H21 4.303 2.349 -4.183
H22 4.756 1.035 -3.117
H23 4.121 2.555 -2.456
H24 2.509 0.707 -4.320
H25 1.876 2.108 -3.467
H26 -0.356 -0.031 -2.796
H27 0.148 -1.575 -2.108
H28 0.731 -0.550 -4.955
H29 -0.193 -1.969 -4.497
H30 1.546 -1.963 -4.276
H31 4.271 -0.886 -1.655
H32 3.470 -1.709 -2.987
H33 2.698 -2.124 -0.022
H34 3.764 -3.196 -0.929
H35 2.080 -3.040 -1.399

Molecular weight   774.9 g/mol
Total charge   +3
Kohn-Sham gap (alpha / beta)   6.7769 / 6.3996 eV
LUMO energy (alpha / beta)   -9.67 / -9.75 eV
HOMO (alpha / beta)   -16.45 / -16.15 eV
2S+1   4

This record from the Open Molecules 2025 dataset describes 2 unconnected molecules or ions with the total composition C4H13N2O at a distorted geometry. The level of theory is ωB97M-V with the def2-TZVPD basis set.

Atoms and positions in Å:
C1 2.711 0.064 -0.254
C2 -1.589 -1.225 -0.958
C3 -2.448 0.316 0.775
C4 -0.542 0.861 -0.639
N1 1.573 0.062 0.777
N2 -1.468 0.065 -0.289
O1 -0.483 2.039 -0.039
H1 3.643 0.597 -0.026
H2 2.838 -1.001 -0.514
H3 2.298 0.463 -1.112
H4 -0.918 -1.363 -1.733
H5 -1.490 -1.929 -0.231
H6 -2.643 -1.195 -1.269
H7 -2.064 1.056 1.467
H8 -3.406 0.607 0.442
H9 -2.484 -0.679 1.270
H10 0.120 0.807 -1.553
H11 1.851 -0.750 1.311
H12 1.512 0.949 1.268
H13 0.088 2.577 -0.599

Molecular weight   105.2 g/mol
Total charge   +1
Kohn-Sham gap   10.2420 eV
LUMO energy   -3.28 eV
HOMO   -13.52 eV

This record from the Open Molecules 2025 dataset describes a molecular structure, C45H39MnN15O2S3 at a distorted geometry. The level of theory is ωB97M-V with the def2-TZVPD basis set.

Atoms and positions in Å:
Mn1 0.591 -0.885 0.842
C1 1.011 3.253 1.698
C2 0.539 1.921 1.196
N1 1.244 0.810 1.452
N2 2.351 0.864 2.182
C3 2.817 -0.335 2.503
O1 2.161 -1.405 2.232
C4 4.138 -0.397 3.136
C5 4.782 0.769 3.556
C6 6.070 0.716 4.047
C7 6.738 -0.498 4.121
C8 6.099 -1.665 3.732
C9 4.809 -1.617 3.241
C10 -0.681 1.724 0.499
C11 -1.532 2.775 0.093
C12 -2.702 2.501 -0.565
C13 -3.016 1.164 -0.843
C14 -2.146 0.178 -0.428
N3 -1.018 0.408 0.243
H1 1.900 3.093 2.304
H2 0.242 3.745 2.293
H3 1.266 3.907 0.866
H4 4.249 1.704 3.480
H5 6.572 1.627 4.343
H6 7.753 -0.535 4.490
H7 6.620 -2.611 3.784
H8 4.304 -2.515 2.916
H9 -1.226 3.789 0.302
H10 -3.375 3.289 -0.869
H11 -3.901 0.908 -1.405
H12 -2.380 -0.857 -0.656
C15 -2.856 -4.884 -0.910
N4 -1.679 -4.073 -0.718
C16 -1.283 -3.388 0.361
N5 -0.277 -2.584 0.037
C17 -0.107 -2.824 -1.292
N6 -0.935 -3.713 -1.763
C18 -3.939 -3.981 -1.460
C19 -4.386 -4.120 -2.767
C20 -5.297 -3.211 -3.289
C21 -5.746 -2.156 -2.527
C22 -5.289 -1.998 -1.214
C23 -4.393 -2.929 -0.684
C24 -5.680 -0.848 -0.451
N7 -6.496 0.104 -0.825
N8 -6.527 1.013 0.145
C25 -5.728 0.605 1.095
O2 -5.155 -0.593 0.780
C26 -5.390 1.289 2.310
C27 -5.989 2.514 2.624
C28 -5.594 3.191 3.759
C29 -4.603 2.670 4.583
C30 -4.018 1.442 4.290
C31 -2.948 0.860 5.189
N9 -2.081 -0.025 4.462
C32 -1.214 0.259 3.484
N10 -0.740 -0.859 2.965
C33 -1.352 -1.822 3.689
N11 -2.172 -1.349 4.594
C34 -4.425 0.752 3.164
H13 -3.131 -5.324 0.051
H14 -2.614 -5.667 -1.632
H15 -1.716 -3.491 1.336
H16 0.608 -2.313 -1.903
H17 -4.013 -4.923 -3.382
H18 -5.630 -3.320 -4.309
H19 -6.432 -1.428 -2.924
H20 -4.038 -2.802 0.330
H21 -6.748 2.906 1.966
H22 -6.051 4.138 4.008
H23 -4.292 3.217 5.460
H24 -3.411 0.261 5.978
H25 -2.366 1.665 5.643
H26 -0.939 1.250 3.189
H27 -1.173 -2.870 3.566
H28 -4.001 -0.211 2.920
S1 5.444 0.681 -5.161
C35 3.944 0.907 -4.518
S2 3.112 -0.359 -3.636
C36 1.797 0.826 -3.259
N12 2.034 1.966 -3.799
N13 3.185 2.030 -4.501
C37 3.528 3.296 -5.024
C38 2.977 4.413 -4.400
C39 3.305 5.679 -4.839
C40 4.181 5.848 -5.898
C41 4.698 4.736 -6.540
C42 4.368 3.461 -6.119
S3 0.462 0.403 -2.355
H29 2.293 4.265 -3.579
H30 2.878 6.535 -4.339
H31 4.453 6.838 -6.227
H32 5.368 4.851 -7.377
H33 4.764 2.608 -6.642
C43 3.606 -3.670 -2.621
N14 3.858 -3.083 -1.322
C44 5.148 -3.334 -0.718
C45 3.105 -2.130 -0.865
N15 2.399 -1.320 -0.437
H34 3.717 -4.754 -2.552
H35 4.308 -3.296 -3.375
H36 2.590 -3.448 -2.941
H37 5.253 -4.401 -0.504
H38 5.230 -2.780 0.215
H39 5.958 -3.025 -1.384

Molecular weight   973.0 g/mol
Total charge   0
Kohn-Sham gap (alpha / beta)   5.4840 / 5.4918 eV
LUMO energy (alpha / beta)   -0.69 / -0.69 eV
HOMO (alpha / beta)   -6.17 / -6.18 eV
2S+1   2

This record from the Open Molecules 2025 dataset describes a single C18H31N5O3S molecule. The level of theory is ωB97M-V with the def2-TZVPD basis set.

Atoms and positions in Å:
C1 -0.998 1.276 3.100
C2 0.230 0.694 3.782
N1 1.316 0.358 2.865
C3 2.498 -0.040 3.623
C4 3.671 -0.360 2.709
C5 3.300 -1.436 1.690
C6 2.054 -0.987 0.963
O1 1.675 -2.024 0.039
N2 0.857 -1.512 -0.942
C7 -0.497 -1.629 -0.888
O2 -1.095 -2.070 0.076
C8 -1.177 -1.023 -2.105
C9 -1.921 0.230 -1.618
N3 -1.089 1.069 -0.765
C10 0.026 1.679 -1.234
O3 0.357 1.644 -2.405
C11 0.836 2.445 -0.193
C12 0.385 3.869 -0.088
C13 1.103 4.998 -0.355
N4 0.424 6.164 -0.165
N5 -0.777 6.005 0.231
S1 -1.157 4.380 0.395
C14 -2.059 -2.036 -2.879
C15 -3.297 -2.476 -2.093
C16 -1.202 -3.266 -3.194
C17 -2.500 -1.394 -4.197
C18 0.930 -0.706 1.948
H1 -1.712 1.615 3.850
H2 -0.728 2.140 2.488
H3 -1.514 0.538 2.482
H4 0.622 1.428 4.489
H5 -0.064 -0.191 4.371
H6 2.761 0.775 4.301
H7 2.271 -0.924 4.247
H8 3.972 0.552 2.186
H9 4.521 -0.684 3.310
H10 4.111 -1.611 0.982
H11 3.090 -2.382 2.197
H12 2.271 -0.080 0.388
H13 1.336 -1.261 -1.793
H14 -0.405 -0.682 -2.800
H15 -2.250 0.820 -2.473
H16 -2.791 -0.054 -1.031
H17 -1.235 1.030 0.230
H18 0.794 1.952 0.783
H19 1.872 2.434 -0.529
H20 2.127 5.030 -0.695
H21 -3.993 -1.650 -1.939
H22 -3.828 -3.243 -2.661
H23 -3.027 -2.886 -1.121
H24 -0.298 -2.986 -3.741
H25 -0.905 -3.788 -2.282
H26 -1.764 -3.968 -3.813
H27 -1.640 -1.061 -4.783
H28 -3.056 -2.118 -4.795
H29 -3.152 -0.535 -4.034
H30 0.688 -1.643 2.480
H31 0.036 -0.420 1.403

Molecular weight   397.5 g/mol
Total charge   0
Kohn-Sham gap   9.6255 eV
SMILES   CCN1CCC[C@@H](ONC(=O)[C@H](CNC(=O)Cc2cnns2)C(C)(C)C)C1
LUMO energy   0.45 eV
HOMO   -9.18 eV